Molecular formula: C41H41CsN8O3S2
Method: DFT, the ωB97M-V functional and the def2-TZVPD basis

CARTESIAN COORDINATES (ANGSTROEM)
Cs: 0.30 -0.78 1.28
C: 1.38 -1.47 -2.44
C: 0.26 -2.25 -1.79
N: -0.81 -1.61 -1.49
N: -1.79 -2.44 -0.94
C: -2.68 -1.91 -0.18
S: -2.92 -0.32 0.42
S: -3.92 -3.06 0.42
C: -3.35 -4.67 -0.21
C: -3.98 -5.08 -1.52
C: -5.05 -5.96 -1.54
C: -5.64 -6.34 -2.75
C: -5.16 -5.83 -3.94
C: -4.09 -4.95 -3.92
C: -3.50 -4.58 -2.72
C: 0.49 -3.70 -1.53
C: 0.26 -4.63 -2.53
C: 0.48 -5.99 -2.32
C: 0.95 -6.40 -1.08
C: 1.21 -5.48 -0.07
C: 1.00 -4.08 -0.25
O: 1.23 -3.22 0.66
H: 1.86 -0.80 -1.72
H: 1.01 -0.86 -3.27
H: 2.14 -2.16 -2.82
H: -3.60 -5.40 0.56
H: -2.27 -4.61 -0.31
H: -5.43 -6.36 -0.61
H: -6.48 -7.03 -2.74
H: -5.62 -6.12 -4.88
H: -3.70 -4.55 -4.85
H: -2.67 -3.88 -2.70
H: -0.12 -4.29 -3.49
H: 0.27 -6.72 -3.10
H: 1.13 -7.45 -0.88
H: 1.58 -5.80 0.89
O: -0.14 4.67 -6.15
C: -0.83 3.88 -5.28
O: -2.00 3.69 -5.46
C: -0.05 3.35 -4.13
C: 1.13 3.94 -3.69
C: 1.84 3.40 -2.64
C: 1.39 2.23 -2.01
C: 0.17 1.67 -2.40
C: -0.53 2.22 -3.46
N: 2.06 1.65 -0.93
C: 3.32 1.58 -0.92
C: 4.04 1.02 0.25
C: 5.42 1.14 0.36
C: 6.03 0.64 1.50
C: 5.24 0.04 2.47
C: 3.86 -0.04 2.26
N: 3.28 0.43 1.17
H: 0.80 4.63 -5.93
H: 1.49 4.87 -4.13
H: 2.73 3.89 -2.27
H: -0.23 0.81 -1.87
H: -1.47 1.79 -3.78
H: 3.94 1.92 -1.76
H: 5.99 1.62 -0.42
H: 7.10 0.72 1.63
H: 5.67 -0.35 3.38
H: 3.20 -0.47 3.00
C: -1.26 2.41 2.29
N: -0.65 2.66 0.97
C: 0.39 3.66 1.16
N: -0.15 4.93 1.69
C: -0.80 4.63 2.98
N: -1.85 3.63 2.85
C: -2.85 4.13 1.90
N: -2.27 4.43 0.58
C: -1.67 3.18 0.07
C: -1.19 5.40 0.77
H: -0.48 2.04 2.97
H: -2.03 1.65 2.18
H: 0.86 3.88 0.19
H: 1.14 3.27 1.84
H: -1.22 5.55 3.38
H: -0.04 4.26 3.67
H: -3.29 5.05 2.30
H: -3.63 3.38 1.78
H: -1.21 3.40 -0.90
H: -2.44 2.43 -0.06
H: -1.61 6.33 1.17
H: -0.73 5.60 -0.20
C: 2.17 0.97 7.15
C: 1.97 2.12 6.39
C: 1.63 2.02 5.04
C: 1.48 0.81 4.34
C: 1.70 -0.31 5.17
C: 2.03 -0.26 6.52
H: 2.43 1.03 8.20
H: 2.07 3.10 6.86
H: 1.50 2.97 4.51
H: 1.60 -1.32 4.74
H: 2.18 -1.17 7.08

LUMO level (eV): 3.32
HOMO-LUMO gap (eV): 4.9
Energy relative to the best compared isomer or geometry (same formula, charge and spin) (kJ/mol): 38.1
Total charge: -2
HOMO (eV): -1.6